# C25H29N3O3

An isolated molecule of C25H29N3O3 (ωB97M-V/def2-TZVPD, OMol25).

```
60
Properties=species:S:1:pos:R:3:forces:R:3:lowdin_charge:R:1
C 5.5324 4.7895 2.6377 -0.042 -0.209 -0.359 -0.06
C 6.0094 4.1305 1.3513 0.328 -0.010 0.429 -0.22
O 4.9079 3.7356 0.5319 -0.057 0.305 -0.190 0.00
C 4.3324 2.5570 0.8017 -0.185 0.014 -0.346 -0.46
O 4.7228 1.8108 1.6617 0.098 -0.103 0.164 0.11
C 3.1440 2.3434 -0.1139 -0.057 0.043 -0.107 -0.22
C 1.8421 2.5697 0.6696 0.148 -0.073 0.189 -0.11
C 1.5836 1.4310 1.6491 -0.208 0.262 0.012 -0.18
N 1.4950 0.1769 0.9238 0.170 0.020 0.167 -0.19
C 1.0334 -0.9194 1.7646 -0.030 0.047 -0.020 -0.15
C -0.3368 -0.6856 2.3091 -0.096 -0.075 0.258 -0.15
C -0.6521 -0.4616 3.6325 -0.025 -0.050 -0.291 -0.02
N -1.9931 -0.3547 3.7179 0.585 -0.074 -0.147 -0.21
C -2.7826 -0.1235 4.8919 -0.246 0.043 0.392 -0.02
N -2.5690 -0.4999 2.5336 -0.554 0.034 -0.468 0.13
C -1.5945 -0.6980 1.6499 0.254 0.142 0.791 -0.19
C -1.9101 -0.9066 0.2444 -0.189 -0.069 -0.397 -0.16
C -3.1752 -1.3746 -0.1104 0.179 0.029 0.010 -0.02
C -3.5087 -1.5873 -1.4318 -0.079 0.041 -0.303 -0.01
C -2.5709 -1.3400 -2.4297 0.179 0.146 0.427 -0.26
O -2.8514 -1.4706 -3.7688 0.090 0.155 -0.061 0.03
C -3.6571 -2.4813 -4.2135 -0.274 -0.383 -0.246 -0.26
C -4.3684 -2.2481 -5.3876 0.195 0.172 0.245 -0.01
C -5.1534 -3.2467 -5.9301 -0.024 -0.053 0.008 -0.09
C -5.2394 -4.4829 -5.3109 -0.081 -0.114 -0.055 -0.10
C -4.5225 -4.7179 -4.1503 -0.052 -0.022 -0.051 -0.08
C -3.7293 -3.7280 -3.6000 0.227 0.204 0.095 -0.02
C -1.3154 -0.8494 -2.0872 -0.299 -0.198 -0.368 0.01
C -0.9885 -0.6310 -0.7640 -0.200 -0.121 0.111 -0.01
C 2.7721 -0.1277 0.3019 0.100 -0.118 -0.205 -0.19
C 3.1168 0.9415 -0.7306 0.180 -0.053 0.264 -0.11
H 4.8870 5.6345 2.4096 -0.026 0.102 0.018 0.08
H 6.3878 5.1391 3.2086 0.082 0.057 0.090 0.08
H 4.9776 4.0725 3.2380 -0.018 -0.026 0.079 0.07
H 6.6149 3.2472 1.5798 -0.039 0.177 -0.097 0.12
H 6.5839 4.8290 0.7397 -0.061 -0.118 0.045 0.12
H 3.2213 3.0950 -0.9054 -0.012 -0.112 0.104 0.15
H 1.8836 3.5198 1.2057 -0.049 0.052 -0.021 0.12
H 1.0162 2.6097 -0.0429 -0.024 0.051 0.000 0.12
H 0.6310 1.6015 2.1568 0.107 0.025 -0.009 0.12
H 2.3827 1.3979 2.4094 -0.095 -0.018 0.018 0.13
H 1.0223 -1.8219 1.1440 0.089 0.014 0.068 0.13
H 1.7233 -1.0915 2.6110 -0.011 -0.061 -0.113 0.13
H -0.0227 -0.3797 4.4965 0.142 0.017 0.188 0.13
H -3.8202 -0.0302 4.5785 0.081 0.001 0.024 0.09
H -2.6896 -0.9572 5.5914 -0.034 0.043 -0.040 0.09
H -2.4691 0.7950 5.3915 -0.043 -0.038 -0.036 0.09
H -3.8963 -1.5623 0.6696 -0.084 -0.038 0.050 0.11
H -4.4962 -1.9373 -1.6972 -0.039 -0.026 0.004 0.12
H -4.2890 -1.2804 -5.8582 0.012 0.110 -0.036 0.12
H -5.7039 -3.0573 -6.8397 -0.036 0.024 -0.070 0.10
H -5.8576 -5.2604 -5.7335 -0.049 -0.062 -0.035 0.10
H -4.5743 -5.6832 -3.6682 0.003 -0.069 0.038 0.10
H -3.1588 -3.9196 -2.7027 0.012 -0.010 0.039 0.12
H -0.6094 -0.6372 -2.8758 0.071 0.019 -0.094 0.12
H -0.0224 -0.2277 -0.5019 0.061 0.042 0.002 0.09
H 2.6888 -1.0959 -0.2005 0.007 0.009 0.028 0.12
H 3.5780 -0.1937 1.0497 -0.082 -0.085 -0.070 0.12
H 4.0821 0.7100 -1.1843 -0.011 -0.012 -0.076 0.12
H 2.3556 0.9326 -1.5133 0.016 0.000 -0.047 0.12
```
Positions in Å, forces in eV/Å.

As for the SMILES: CCOC(=O)C1CCN(Cc2cn(C)nc2-c2ccc(Oc3ccccc3)cc2)CC1. The value obtained for the HOMO energy is -7.768 eV. The molar mass comes out at 419.52 g mol⁻¹. The calculation puts the energy above the lowest of the compared OMol25 structures with the same formula, charge and spin at 70.0 kcal/mol.